Entry from OMol25: a 10-piece molecular cluster, C25H55N5O20 overall in a non-equilibrium geometry (ωB97M-V with the def2-TZVPD basis set).

## Properties
- SMILES = C[N+](=O)[O-].C[N+](=O)[O-].C[N+](=O)[O-].C[N+](=O)[O-].C[N+](=O)[O-].CCOC(C)=O.CCOC(C)=O.CCOC(C)=O.CCOC(C)=O.CCOC(C)=O
- charge = 0
- LUMO level (eV) = 0.04
- gap between HOMO and LUMO (eV) = 10.18
- multiplicity = 1
- highest occupied orbital energy (eV) = -10.13
- E_tot (eV) = -75204.8804
- ΔE to the lowest compared entry with this formula, charge and spin (kJ/mol) = 1231.95

XYZ file:
```
105
C25H55N5O20 ωB97M-V with the def2-TZVPD basis set
C 3.255 -0.137 4.256
N 2.174 0.297 5.168
O 2.077 -0.224 6.257
O 1.468 1.207 4.800
H 3.714 -1.020 4.687
H 4.020 0.618 4.124
H 2.750 -0.364 3.323
C 3.197 -2.121 0.820
N 3.481 -3.467 0.251
O 4.460 -3.538 -0.482
O 2.760 -4.402 0.565
H 4.056 -1.845 1.431
H 2.314 -2.094 1.442
H 3.184 -1.452 -0.032
C -4.998 2.036 4.259
N -4.207 0.846 3.848
O -4.379 0.473 2.708
O -3.503 0.317 4.662
H -5.920 1.612 4.650
H -5.117 2.715 3.426
H -4.476 2.552 5.060
C -0.404 -3.210 5.041
N 0.007 -2.095 4.141
O 0.899 -2.305 3.343
O -0.539 -1.025 4.310
H -0.017 -4.119 4.607
H -1.485 -3.198 5.096
H 0.012 -2.977 6.017
C -2.217 1.319 -6.769
N -1.323 2.133 -5.896
O -0.780 1.560 -4.961
O -1.219 3.322 -6.123
H -2.616 0.524 -6.157
H -1.580 0.967 -7.579
H -2.930 2.020 -7.186
O -3.657 3.814 1.215
C -3.766 4.590 0.300
O -4.033 4.219 -0.956
C -3.906 2.838 -1.272
C -2.502 2.480 -1.719
C -3.669 6.085 0.467
H -4.651 2.668 -2.048
H -4.172 2.172 -0.450
H -1.865 2.457 -0.835
H -2.118 3.191 -2.452
H -2.460 1.497 -2.187
H -3.887 6.611 -0.454
H -2.610 6.244 0.694
H -4.232 6.370 1.348
O -1.071 -5.093 2.026
C -1.363 -5.274 0.886
O -1.183 -6.427 0.235
C -0.793 -7.543 1.026
C -1.184 -8.840 0.323
C -1.900 -4.214 -0.034
H -1.325 -7.552 1.981
H 0.265 -7.543 1.287
H -1.074 -8.803 -0.759
H -2.184 -9.166 0.604
H -0.520 -9.633 0.678
H -1.857 -3.270 0.507
H -2.932 -4.351 -0.346
H -1.206 -4.158 -0.872
O 0.693 -2.309 -1.161
C 0.258 -1.239 -1.515
O -0.018 -0.223 -0.706
C -0.153 -0.454 0.690
C -1.387 0.279 1.148
C 0.230 -0.833 -2.964
H 0.742 -0.158 1.240
H -0.216 -1.521 0.916
H -1.320 1.340 0.892
H -1.501 0.291 2.232
H -2.263 -0.184 0.700
H -0.480 -1.487 -3.484
H 1.184 -0.905 -3.470
H -0.227 0.142 -3.111
O 2.420 1.842 -6.788
C 2.308 0.949 -6.002
O 2.231 1.092 -4.685
C 2.519 2.395 -4.140
C 2.361 2.301 -2.640
C 2.061 -0.470 -6.439
H 1.754 3.090 -4.484
H 3.531 2.671 -4.426
H 3.171 1.752 -2.146
H 1.485 1.731 -2.323
H 2.312 3.297 -2.203
H 1.334 -0.980 -5.812
H 2.992 -1.037 -6.351
H 1.777 -0.452 -7.485
O 3.618 1.062 1.362
C 3.942 2.148 1.756
O 3.096 3.031 2.279
C 1.678 2.887 2.126
C 1.230 3.701 0.921
C 5.339 2.675 1.720
H 1.212 3.300 3.018
H 1.316 1.865 2.048
H 1.806 4.628 0.876
H 0.158 3.896 0.989
H 1.402 3.213 -0.041
H 5.900 2.501 2.642
H 5.349 3.750 1.563
H 5.893 2.132 0.959
```

Löwdin atomic charge list, values in e, 99 entries:
1 C 0.046
2 N -0.442
3 O 0.065
4 O 0.068
5 H 0.102
6 H 0.097
7 H 0.070
8 C 0.024
9 N -0.429
10 O 0.045
11 O 0.065
12 H 0.096
13 H 0.058
14 H 0.094
15 C 0.047
16 N -0.458
17 O 0.055
18 O 0.077
19 H 0.102
20 H 0.083
21 H 0.096
22 C 0.064
23 N -0.414
24 O 0.045
25 O 0.063
26 H 0.090
27 H 0.102
28 H 0.102
29 C 0.060
30 N -0.426
31 O 0.040
32 O 0.077
33 H 0.096
34 H 0.104
35 H 0.096
36 O 0.085
37 C -0.546
38 O 0.002
39 C -0.221
40 C -0.053
41 C 0.029
42 H 0.121
43 H 0.116
44 H 0.053
45 H 0.081
46 H 0.078
47 H 0.084
48 H 0.092
49 H 0.088
50 O 0.109
51 C -0.551
52 O 0.005
53 C -0.229
54 C -0.069
55 C 0.030
56 H 0.119
57 H 0.126
58 H 0.076
59 H 0.071
60 H 0.074
61 H 0.074
62 H 0.088
63 H 0.083
64 O 0.089
65 C -0.525
66 O 0.002
67 C -0.226
68 C -0.049
69 C 0.020
70 H 0.103
71 H 0.103
72 H 0.061
73 H 0.064
74 H 0.085
75 H 0.096
76 H 0.077
77 H 0.051
78 O 0.109
79 C -0.581
80 O -0.032
81 C -0.194
82 C -0.066
83 C 0.025
84 H 0.121
85 H 0.129
86 H 0.083
87 H 0.064
88 H 0.072
89 H 0.071
90 H 0.094
91 H 0.085
92 O 0.087
93 C -0.566
94 O -0.002
95 C -0.207
96 C -0.046
97 C 0.027
98 H 0.120
99 H 0.095

Entry from OMol25: one molecule with the formula C41H36N8O7 in a non-equilibrium geometry (ωB97M-V with the def2-TZVPD basis set).

## Properties
- charge = 0
- LUMO level (eV) = -1.19
- gap between HOMO and LUMO (eV) = 5.72
- multiplicity = 1
- highest occupied orbital energy (eV) = -6.92
- E_tot (eV) = -69339.6011
- ΔE to the lowest compared entry with this formula, charge and spin (kJ/mol) = 147.78

XYZ file:
```
92
C41H36N8O7 ωB97M-V with the def2-TZVPD basis set
C -5.846 -2.108 4.515
C -4.590 -1.371 4.146
C -3.426 -1.539 4.894
C -2.235 -0.878 4.568
C -1.110 -0.858 5.558
C -2.182 -0.193 3.347
N -0.944 0.328 2.842
C 0.237 -0.347 2.573
C 0.382 -1.827 2.597
C -0.081 -2.975 1.461
C 0.275 -4.293 2.147
C -1.607 -2.941 1.316
C -2.137 -1.779 0.787
C -3.350 -1.785 0.078
C -4.180 -2.892 0.232
C -3.783 -3.955 1.058
C -2.485 -3.997 1.589
O 0.976 -2.297 3.571
N 1.235 0.550 2.747
C 2.636 0.447 3.058
C 3.520 -0.312 2.260
C 3.085 -1.027 1.050
C 4.872 -0.402 2.591
C 5.423 0.355 3.619
C 6.904 0.269 3.870
C 4.552 1.153 4.372
C 3.173 1.206 4.125
C 2.334 2.055 5.023
N 0.693 1.830 2.810
C -0.595 1.678 2.954
C -1.514 2.770 3.264
C -1.383 3.940 2.484
C -2.325 4.959 2.610
C -3.344 4.855 3.565
C -3.395 3.758 4.431
C -2.466 2.727 4.309
C -3.364 0.119 2.656
C -3.396 1.059 1.488
C -4.555 -0.490 3.065
H -6.656 -1.868 3.819
H -5.693 -3.196 4.495
H -6.180 -1.851 5.528
H -3.444 -2.178 5.781
H -0.776 0.167 5.791
H -1.471 -1.305 6.496
H -0.248 -1.444 5.219
H -0.035 -5.140 1.523
H 1.342 -4.390 2.355
H -0.266 -4.311 3.102
H -1.563 -0.885 0.996
H -3.613 -0.935 -0.559
H -5.156 -2.900 -0.258
H -4.477 -4.770 1.274
H -2.186 -4.835 2.223
H 3.805 -0.908 0.230
H 3.046 -2.105 1.277
H 2.133 -0.617 0.696
H 5.509 -1.054 1.992
H 7.237 1.056 4.554
H 7.180 -0.704 4.303
H 7.455 0.367 2.924
H 4.967 1.756 5.187
H 3.003 2.576 5.721
H 1.774 2.800 4.447
H 1.622 1.461 5.617
H -0.564 3.996 1.765
H -2.260 5.832 1.960
H -4.097 5.644 3.647
H -4.164 3.698 5.205
H -2.476 1.879 4.997
H -4.124 0.699 0.749
H -3.718 2.067 1.797
H -2.423 1.145 0.992
H -5.467 -0.300 2.493
O 0.921 -4.846 -4.737
N 0.558 -3.975 -3.966
C 0.500 -3.823 -2.600
C -0.095 -2.583 -2.318
N -0.473 -1.972 -3.504
O -0.068 -2.826 -4.486
C -0.081 -2.017 -1.025
N -0.337 -0.584 -0.904
O -1.303 -0.045 -1.482
O 0.408 0.092 -0.128
C 0.594 -2.783 0.200
C 1.354 -3.979 -0.358
N 2.554 -4.467 0.143
O 3.229 -4.262 1.145
O 3.056 -5.396 -0.846
N 2.260 -5.435 -1.941
C 1.255 -4.518 -1.640
H 1.401 -2.060 0.335
```

The Löwdin scheme yields these atomic charges, measured in e:
1 C -0.043
2 C -0.249
3 C 0.009
4 C -0.191
5 C -0.015
6 C -0.156
7 N 0.141
8 C -0.044
9 C -0.123
10 C -0.282
11 C -0.032
12 C -0.147
13 C -0.070
14 C -0.055
15 C -0.075
16 C -0.076
17 C -0.020
18 O 0.117
19 N 0.081
20 C -0.074
21 C -0.174
22 C -0.035
23 C 0.003
24 C -0.251
25 C -0.047
26 C 0.002
27 C -0.182
28 C -0.047
29 N 0.220
30 C -0.179
31 C -0.159
32 C -0.012
33 C -0.064
34 C -0.072
35 C -0.066
36 C -0.020
37 C -0.201
38 C -0.015
39 C 0.017
40 H 0.079
41 H 0.088
42 H 0.086
43 H 0.127
44 H 0.084
45 H 0.090
46 H 0.068
47 H 0.111
48 H 0.081
49 H 0.101
50 H 0.082
51 H 0.110
52 H 0.106
53 H 0.101
54 H 0.108
55 H 0.118
56 H 0.079
57 H 0.052
58 H 0.134
59 H 0.077
60 H 0.090
61 H 0.086
62 H 0.119
63 H 0.081
64 H 0.070
65 H 0.085
66 H 0.125
67 H 0.111
68 H 0.109
69 H 0.112
70 H 0.116
71 H 0.086
72 H 0.094
73 H 0.088
74 H 0.132
75 O 0.060
76 N -0.172
77 C -0.077
78 C -0.163
79 N 0.113
80 O 0.006
81 C -0.041
82 N -0.346
83 O 0.023
84 O -0.052
85 C -0.123
86 C -0.032
87 N -0.153
88 O 0.017
89 O 0.023
90 N 0.149
91 C -0.123
92 H 0.092